# 1
This record from OMol25 describes a 7-piece molecular cluster, C38H34N8O16 overall. The level of theory is the ωB97M-V functional and the def2-TZVPD basis.

Geometry as ORCA input:
```
! wB97M-V def2-TZVPD RIJCOSX def2/J DEFGRID3
* xyz 0 1
O -1.26 0.17 -7.70
N -1.66 -0.76 -7.02
O -2.67 -1.40 -7.27
C -0.89 -1.13 -5.83
C 0.23 -0.40 -5.50
C 0.94 -0.74 -4.36
C 0.52 -1.80 -3.57
C -0.60 -2.53 -3.92
C -1.32 -2.19 -5.06
H 0.56 0.43 -6.11
H 1.82 -0.17 -4.08
H 1.08 -2.05 -2.68
H -0.93 -3.35 -3.30
H -2.20 -2.76 -5.33
O -4.44 -6.61 -9.83
N -5.58 -6.41 -9.43
O -6.50 -7.20 -9.55
C -5.85 -5.13 -8.77
C -4.84 -4.20 -8.65
C -5.10 -2.98 -8.05
C -6.38 -2.71 -7.56
C -7.38 -3.66 -7.68
C -7.12 -4.88 -8.29
H -3.85 -4.40 -9.03
H -4.32 -2.24 -7.96
H -6.59 -1.76 -7.10
H -8.38 -3.45 -7.30
H -7.91 -5.62 -8.38
O -4.61 -1.55 2.80
N -3.42 -1.51 3.02
O -2.55 -1.44 2.16
C -2.97 -1.55 4.42
C -3.92 -1.64 5.43
C -3.49 -1.70 6.74
C -2.14 -1.65 7.04
C -1.20 -1.54 6.02
C -1.62 -1.49 4.70
H -4.97 -1.68 5.20
H -4.22 -1.78 7.54
H -1.80 -1.69 8.07
H -0.15 -1.50 6.25
H -0.89 -1.41 3.91
O -2.54 1.86 1.55
N -1.47 1.89 2.12
O -1.23 1.32 3.17
C -0.38 2.67 1.51
C -0.63 3.35 0.33
C 0.39 4.10 -0.24
C 1.64 4.15 0.37
C 1.87 3.45 1.54
C 0.86 2.71 2.12
H -1.60 3.31 -0.15
H 0.21 4.64 -1.16
H 2.43 4.74 -0.08
H 2.84 3.49 2.01
H 1.04 2.17 3.04
O 3.32 6.80 -1.39
N 4.01 6.32 -2.27
O 3.64 6.16 -3.42
C 5.37 5.89 -1.92
C 5.80 6.02 -0.61
C 7.08 5.60 -0.28
C 7.91 5.05 -1.26
C 7.46 4.94 -2.57
C 6.18 5.36 -2.91
H 5.16 6.45 0.14
H 7.43 5.69 0.73
H 8.90 4.72 -1.00
H 8.10 4.52 -3.33
H 5.83 5.26 -3.92
O 3.10 -1.29 6.35
N 2.39 -1.31 7.34
O 1.49 -2.11 7.53
C 2.63 -0.28 8.36
C 3.61 0.67 8.16
C 3.82 1.64 9.12
C 3.04 1.66 10.27
C 2.06 0.70 10.47
C 1.85 -0.28 9.51
H 4.22 0.65 7.27
H 4.58 2.39 8.97
H 3.20 2.43 11.02
H 1.45 0.71 11.36
H 1.08 -1.03 9.66
N 1.40 -2.61 -0.02
C 1.32 -1.27 -0.42
O 2.25 -0.62 -0.67
O 0.10 -0.69 -0.55
C -0.97 -1.41 -0.01
O -1.38 -2.47 -0.90
N -1.94 -3.51 -0.13
O -1.49 -4.54 -0.44
H 2.01 -3.14 -0.62
H 1.61 -2.72 0.96
H -1.82 -0.75 0.09
H -0.76 -1.80 0.97
*
```

For the highest occupied orbital energy, the calculation gives -0.355 hartree. The structure (SMILES) is O=[N+]([O-])c1ccccc1.O=[N+]([O-])c1ccccc1.O=[N+]([O-])c1ccccc1.O=[N+]([O-])c1ccccc1.O=[N+]([O-])c1ccccc1.O=[N+]([O-])c1ccccc1.NC(=O)OCON=O.

# 2
This record from OMol25 describes a 2-piece molecular cluster, C38H35BF3NO2S overall. The level of theory is the ωB97M-V functional and the def2-TZVPD basis.

Geometry as ORCA input:
```
! wB97M-V def2-TZVPD RIJCOSX def2/J DEFGRID3
* xyz 0 1
C 2.97 4.67 2.82
C 1.87 4.74 1.75
C 1.46 6.20 1.54
C 2.44 4.17 0.45
C 0.68 3.94 2.25
N -0.43 4.56 2.73
C -1.19 3.71 3.51
C -0.53 2.46 3.51
C -1.00 1.45 4.33
C -2.16 1.65 5.08
C -2.81 2.89 5.06
C -2.31 3.95 4.30
C 0.59 2.57 2.59
C 1.39 1.43 2.19
C 2.07 0.78 3.34
C 2.07 1.34 4.65
C 2.82 0.81 5.69
C 3.62 -0.31 5.51
C 4.41 -0.84 6.65
C 3.65 -0.88 4.23
C 2.91 -0.34 3.19
H 3.32 3.64 2.96
H 3.82 5.29 2.49
H 2.60 5.04 3.78
H 0.62 6.29 0.84
H 1.22 6.69 2.48
H 2.31 6.74 1.09
H 1.65 3.93 -0.27
H 3.10 4.93 0.00
H 3.05 3.29 0.62
H -0.69 5.53 2.58
H -0.51 0.48 4.32
H -2.55 0.84 5.69
H -3.72 3.01 5.66
H -2.75 4.95 4.34
H 2.10 1.68 1.40
H 1.49 2.23 4.89
H 2.79 1.30 6.67
H 5.15 -1.57 6.32
H 4.94 -0.04 7.19
H 3.73 -1.32 7.36
H 4.29 -1.74 4.05
H 3.00 -0.81 2.22
C -0.79 -2.22 -4.24
C -0.49 -1.88 -2.83
C -0.29 -2.75 -1.77
C 0.05 -2.08 -0.56
C 0.10 -0.71 -0.71
B 0.90 0.45 0.25
C -0.56 0.48 0.95
C -1.51 1.45 0.62
C -2.80 1.39 1.14
C -3.17 0.35 1.98
C -4.57 0.29 2.52
F -4.93 -0.96 2.93
F -4.72 1.12 3.62
F -5.49 0.71 1.60
C -2.22 -0.61 2.35
C -0.92 -0.50 1.89
O 2.02 -0.48 0.50
C 3.04 -0.05 -0.26
C 2.67 1.10 -1.00
C 3.59 1.71 -1.83
C 4.90 1.21 -1.83
C 5.26 0.09 -1.09
C 4.31 -0.60 -0.31
O 1.38 1.47 -0.70
S -0.30 -0.23 -2.31
H -0.86 -3.31 -4.33
H -1.75 -1.75 -4.54
H 0.00 -1.84 -4.90
H -0.38 -3.84 -1.86
H 0.20 -2.60 0.38
H -1.25 2.26 -0.06
H -3.54 2.16 0.89
H -2.52 -1.42 3.03
H -0.18 -1.24 2.22
H 3.27 2.55 -2.45
H 5.66 1.72 -2.43
H 6.28 -0.29 -1.11
H 4.52 -1.51 0.24
*
```

For the highest occupied orbital energy, the calculation gives -0.253 hartree. The energy relative to the best compared isomer or geometry (same formula, charge and spin) is 0.0 kJ/mol.

# 3
This record from OMol25 describes C38H35BN9O3S2Ta as an isolated structure. The level of theory is the ωB97M-V functional and the def2-TZVPD basis.

Geometry as ORCA input:
```
! wB97M-V def2-TZVPD RIJCOSX def2/J DEFGRID3
* xyz 2 1
Ta 0.29 0.04 -0.11
C 2.23 0.38 4.02
C 3.59 0.27 3.79
C 4.02 0.04 2.49
C 3.09 -0.07 1.47
N 1.77 0.08 1.69
C 1.36 0.28 2.95
C 3.49 -0.34 0.08
C 4.80 -0.62 -0.30
C 5.07 -0.86 -1.63
C 4.04 -0.80 -2.55
C 2.76 -0.51 -2.11
N 2.50 -0.32 -0.81
C 1.61 -0.31 -3.01
C 1.74 -0.36 -4.38
C 0.66 -0.04 -5.19
C -0.52 0.34 -4.59
C -0.59 0.35 -3.21
N 0.44 0.01 -2.41
H 1.84 0.55 5.01
H 4.30 0.36 4.60
H 5.07 -0.06 2.28
H 0.30 0.34 3.11
H 5.59 -0.65 0.43
H 6.07 -1.09 -1.95
H 4.24 -0.96 -3.60
H 2.68 -0.63 -4.83
H 0.76 -0.07 -6.27
H -1.39 0.63 -5.16
H -1.51 0.63 -2.72
C -2.27 -1.04 5.01
O -1.76 -0.50 3.80
C -2.60 0.23 3.04
C -3.87 0.63 3.40
C -4.64 1.44 2.55
C -4.13 1.86 1.35
C -2.85 1.44 0.95
C -2.22 2.07 -0.17
N -1.07 1.74 -0.65
N -0.50 2.74 -1.45
C 0.77 2.70 -1.24
O 1.28 1.78 -0.43
C 1.70 3.63 -1.90
C 1.22 4.65 -2.71
C 2.10 5.50 -3.35
C 3.47 5.34 -3.17
C 3.96 4.33 -2.36
C 3.08 3.47 -1.72
C -2.10 0.60 1.77
O -0.87 0.21 1.42
H -3.15 -1.65 4.82
H -2.51 -0.26 5.73
H -1.48 -1.67 5.41
H -4.27 0.34 4.36
H -5.62 1.76 2.87
H -4.69 2.54 0.72
H -2.67 2.98 -0.57
H 0.15 4.77 -2.84
H 1.73 6.30 -3.98
H 4.16 6.02 -3.66
H 5.02 4.22 -2.21
H 3.44 2.69 -1.07
C -4.81 -0.60 -1.13
N -4.27 -1.34 -0.01
C -5.01 -1.87 1.02
C -4.15 -2.55 1.80
N -2.89 -2.44 1.26
B -1.62 -3.18 1.85
N -1.06 -4.04 0.68
C -1.62 -5.19 0.19
C -0.92 -5.57 -0.90
N 0.07 -4.63 -1.08
C 1.06 -4.63 -2.15
C -0.04 -3.70 -0.10
S 1.11 -2.42 0.09
C -2.98 -1.69 0.16
S -1.77 -1.32 -1.04
H -5.86 -0.38 -0.93
H -4.74 -1.18 -2.05
H -4.27 0.34 -1.26
H -6.08 -1.73 1.09
H -4.32 -3.13 2.70
H -2.02 -3.90 2.73
H -0.79 -2.40 2.20
H -2.47 -5.65 0.67
H -1.02 -6.42 -1.55
H 0.88 -5.50 -2.77
H 2.06 -4.68 -1.73
H 0.96 -3.72 -2.74
*
```

For the highest occupied orbital energy, the calculation gives -0.474 hartree. The energy relative to the best compared isomer or geometry (same formula, charge and spin) is 0.0 kJ/mol.

# 4
This record from OMol25 describes C38H35BN9O3S2Ta as an isolated structure. The level of theory is the ωB97M-V functional and the def2-TZVPD basis.

Geometry as ORCA input:
```
! wB97M-V def2-TZVPD RIJCOSX def2/J DEFGRID3
* xyz 2 1
Ta -0.09 -0.14 0.14
C -1.41 -1.73 4.33
C -0.42 -2.64 4.63
C 0.49 -2.99 3.64
C 0.38 -2.40 2.40
N -0.53 -1.45 2.13
C -1.43 -1.15 3.07
C 1.12 -2.86 1.21
C 2.08 -3.86 1.22
C 2.55 -4.34 0.01
C 2.00 -3.86 -1.17
C 1.06 -2.85 -1.11
N 0.68 -2.31 0.07
C 0.36 -2.30 -2.28
C 0.48 -2.87 -3.53
C -0.20 -2.32 -4.60
C -0.97 -1.19 -4.38
C -1.03 -0.67 -3.09
N -0.41 -1.22 -2.05
H -2.17 -1.45 5.05
H -0.36 -3.09 5.61
H 1.24 -3.75 3.84
H -2.18 -0.42 2.82
H 2.45 -4.26 2.15
H 3.31 -5.10 -0.02
H 2.32 -4.27 -2.11
H 1.10 -3.75 -3.69
H -0.12 -2.75 -5.59
H -1.51 -0.70 -5.17
H -1.58 0.23 -2.91
C -3.31 2.54 2.38
O -2.75 1.71 3.40
C -1.42 1.88 3.69
C -1.08 2.31 4.95
C 0.25 2.31 5.39
C 1.23 1.82 4.56
C 0.90 1.36 3.27
C 1.93 0.80 2.46
N 1.75 0.18 1.34
N 2.95 -0.18 0.72
C 2.74 -0.23 -0.55
O 1.53 -0.02 -1.04
C 3.82 -0.56 -1.50
C 5.10 -0.88 -1.05
C 6.08 -1.21 -1.96
C 5.80 -1.21 -3.33
C 4.53 -0.89 -3.78
C 3.53 -0.57 -2.87
C -0.42 1.45 2.80
O -0.72 1.11 1.54
H -4.39 2.42 2.45
H -3.05 3.59 2.57
H -2.96 2.23 1.40
H -1.88 2.62 5.61
H 0.49 2.66 6.38
H 2.26 1.77 4.89
H 2.96 0.90 2.79
H 5.30 -0.86 0.01
H 7.08 -1.45 -1.62
H 6.58 -1.46 -4.04
H 4.32 -0.88 -4.84
H 2.54 -0.30 -3.21
C -3.57 -3.22 -1.12
N -3.81 -1.96 -1.80
C -4.53 -1.79 -2.96
C -4.54 -0.46 -3.22
N -3.83 0.18 -2.23
B -3.53 1.73 -2.50
N -3.03 2.59 -1.29
C -3.78 3.63 -0.80
C -2.98 4.43 -0.06
N -1.73 3.87 -0.09
C -0.54 4.41 0.55
C -1.78 2.76 -0.85
S -0.36 1.86 -1.30
C -3.40 -0.75 -1.37
S -2.61 -0.53 0.15
H -3.90 -4.02 -1.78
H -4.13 -3.26 -0.19
H -2.51 -3.33 -0.91
H -4.98 -2.61 -3.48
H -4.99 0.09 -4.02
H -4.58 2.20 -2.84
H -2.69 1.78 -3.36
H -4.83 3.72 -1.04
H -3.18 5.34 0.48
H -0.84 5.22 1.20
H 0.16 4.78 -0.20
H -0.05 3.63 1.14
*
```

For the highest occupied orbital energy, the calculation gives -0.487 hartree. The energy relative to the best compared isomer or geometry (same formula, charge and spin) is 49.1 kJ/mol.

# 5
This record from OMol25 describes C38H35BrN2P2PtTe as an isolated structure. The level of theory is the ωB97M-V functional and the def2-TZVPD basis.

Geometry as ORCA input:
```
! wB97M-V def2-TZVPD RIJCOSX def2/J DEFGRID3
* xyz 0 3
Pt -1.56 -0.87 0.76
C -0.01 2.09 0.81
N 1.19 1.82 0.03
C 1.37 0.53 -0.62
P 0.78 -0.92 0.38
C 1.74 -0.72 1.93
C 2.99 -0.11 1.94
C 3.70 0.04 3.12
C 3.16 -0.42 4.32
C 1.91 -1.03 4.32
C 1.20 -1.16 3.14
C 1.67 -2.27 -0.48
C 2.27 -3.29 0.25
C 2.86 -4.37 -0.39
C 2.85 -4.44 -1.78
C 2.25 -3.43 -2.52
C 1.66 -2.35 -1.87
C 2.24 2.73 0.05
C 2.39 3.64 1.11
C 3.44 4.55 1.11
C 4.37 4.57 0.08
C 4.23 3.67 -0.97
C 3.18 2.77 -1.00
P -1.53 1.34 0.07
C -2.85 2.40 0.75
C -3.92 2.81 -0.05
C -4.97 3.53 0.50
C -4.97 3.85 1.85
C -3.91 3.44 2.65
C -2.86 2.71 2.11
C -1.40 1.88 -1.66
C -1.65 0.94 -2.66
C -1.56 1.31 -4.00
C -1.19 2.60 -4.34
C -0.92 3.54 -3.35
C -1.03 3.18 -2.01
H -0.14 3.17 0.89
H 0.05 1.69 1.83
H 2.43 0.38 -0.83
H 0.84 0.47 -1.57
H 3.44 0.25 1.02
H 4.67 0.53 3.11
H 3.71 -0.30 5.24
H 1.48 -1.38 5.25
H 0.20 -1.59 3.15
H 2.28 -3.25 1.34
H 3.32 -5.16 0.19
H 3.32 -5.28 -2.29
H 2.24 -3.48 -3.60
H 1.17 -1.58 -2.46
H 1.71 3.60 1.94
H 3.54 5.23 1.94
H 5.19 5.28 0.09
H 4.93 3.68 -1.79
H 3.06 2.11 -1.85
H -3.93 2.56 -1.11
H -5.80 3.84 -0.13
H -5.79 4.41 2.28
H -3.91 3.67 3.71
H -2.06 2.37 2.75
H -1.92 -0.07 -2.38
H -1.77 0.58 -4.78
H -1.11 2.89 -5.38
H -0.62 4.54 -3.61
H -0.82 3.91 -1.24
C -1.00 -6.33 -0.22
C -1.94 -5.18 -0.46
C -3.31 -5.35 -0.65
C -4.12 -4.25 -0.88
C -3.52 -3.00 -0.90
Br -4.60 -1.49 -1.26
N -2.23 -2.80 -0.69
C -1.47 -3.88 -0.49
H -1.52 -7.29 -0.29
H -0.55 -6.27 0.77
H -0.19 -6.34 -0.96
H -3.74 -6.34 -0.62
H -5.18 -4.35 -1.03
H -0.41 -3.68 -0.34
Te -3.07 -1.13 2.73
*
```

For the highest occupied orbital energy (spin up / spin down), the calculation gives -0.218 / -0.238 hartree. The energy relative to the best compared isomer or geometry (same formula, charge and spin) is 10.1 kJ/mol. Its expectation value of S² is 2.02.

Looking at max |F| for the records above, in order, we have 4.12 4.32 0.24 0.40 1.19 eV/Å.
Looking at total energy for the records above, in order, we have -84618.666 -65222.214 -83420.833 -83420.324 -142115.214 eV.